1.
5
Properties=species:S:1:pos:R:3:forces:R:3:mulliken_charge:R:1 method="wB97M-V/def2-TZVPD" e_above_lowest_kcal_mol=7.8 e_homo_ev=-10.98 max_force_ev_per_a=6.1 homo_lumo_gap_ev=11.6 smiles=FC(F)Br spin_multiplicity=1
C -0.0983 0.0850 0.0201 -3.11 -5.09 1.05 0.274
F -0.1527 0.9533 0.9928 0.26 0.76 0.62 -0.157
F -0.2203 0.6241 -1.1264 0.59 2.16 -2.68 -0.160
Br 1.5863 -0.9931 0.0993 -0.81 0.60 0.09 -0.135
H -1.1151 -0.6693 0.0143 3.07 1.57 0.93 0.177

***

2.
8
Properties=species:S:1:pos:R:3:forces:R:3:mulliken_charge:R:1 method="wB97M-V/def2-TZVPD" e_above_lowest_kcal_mol=68.3 e_homo_ev="-11.24 / -11.24" max_force_ev_per_a=4.3 homo_lumo_gap_ev="7.8 / 7.8" spin_multiplicity=1
C -0.6877 -1.4579 0.6509 -1.29 3.10 -2.64 0.562
N -0.5627 -0.9915 1.9673 -1.10 0.39 0.89 -0.065
N 0.5985 -1.7972 0.2162 0.57 -0.65 -1.15 -0.080
N 0.6207 -1.0838 2.2702 -0.21 0.68 1.39 -0.121
N 1.3640 -1.5655 1.1460 1.33 -0.59 -0.86 -0.091
O -0.9186 0.2632 -0.5388 0.10 -2.70 1.93 -0.532
Br -2.2154 -2.2767 0.0546 0.30 -0.14 0.24 0.020
H -0.1205 0.8032 -0.4623 0.30 -0.09 0.21 0.307

***

Please write out number 2 again, unchanged.
8
Properties=species:S:1:pos:R:3:forces:R:3:mulliken_charge:R:1 method="wB97M-V/def2-TZVPD" e_above_lowest_kcal_mol=68.3 e_homo_ev="-11.24 / -11.24" max_force_ev_per_a=4.3 homo_lumo_gap_ev="7.8 / 7.8" spin_multiplicity=1
C -0.6877 -1.4579 0.6509 -1.29 3.10 -2.64 0.562
N -0.5627 -0.9915 1.9673 -1.10 0.39 0.89 -0.065
N 0.5985 -1.7972 0.2162 0.57 -0.65 -1.15 -0.080
N 0.6207 -1.0838 2.2702 -0.21 0.68 1.39 -0.121
N 1.3640 -1.5655 1.1460 1.33 -0.59 -0.86 -0.091
O -0.9186 0.2632 -0.5388 0.10 -2.70 1.93 -0.532
Br -2.2154 -2.2767 0.0546 0.30 -0.14 0.24 0.020
H -0.1205 0.8032 -0.4623 0.30 -0.09 0.21 0.307